Record 1
Density functional theory data (ωB97M-V/def2-TZVPD) for 2 unconnected molecules or ions with the total composition C3H4F2O4S.

The geometry in XYZ format:
```
14
Properties=species:S:1:pos:R:3:forces:R:3
S -0.32790 2.21495 -0.04400 1.2 -2.4 -3.7
F 5.43948 0.66242 -0.27070 -1.3 0.3 0.3
F 4.22312 -0.85272 0.59285 -1.0 0.6 -0.1
O 1.82582 0.89656 -0.24263 4.0 -0.9 0.1
O -1.17303 0.73136 -0.20669 0.5 1.8 -1.8
O -0.38197 2.73946 1.25569 -1.2 1.2 2.4
O -0.52394 2.97488 -1.27448 -0.7 -0.7 1.5
C 3.11034 1.16849 -0.30597 -4.1 0.3 0.0
C -1.14845 -0.24002 0.83691 -1.7 0.8 0.3
C 4.18664 0.35306 0.09168 1.4 0.0 -0.7
H -2.05737 -0.89527 0.61780 1.1 0.9 0.4
H 3.22572 2.18762 -0.71960 1.3 -0.7 0.1
H -1.40485 0.50660 1.66786 1.0 -2.4 0.3
H -0.24872 -0.90536 0.76180 -0.5 1.1 0.7
```
Forces are in eV/Å.

## Properties
Energy relative to the best compared isomer or geometry (same formula, charge and spin): 2.996 eV
Frontier orbital gap (alpha / beta): 0.3419 / 0.2312 hartree
Charge: 0
HOMO energy (alpha / beta): -0.376 / -0.315 hartree
DFT total energy: -27630.4600 eV
Strongest force on any atom: 4.5 eV/Å

Record 2
Density functional theory data (ωB97M-V/def2-TZVPD) for 2 unconnected molecules or ions with the total composition C3H4F2Si.

The geometry in XYZ format:
```
10
Properties=species:S:1:pos:R:3:forces:R:3
Si -2.47076 0.32127 -0.33433 -0.8 -0.2 -1.1
F -3.43509 1.22075 -1.22529 -0.1 -0.6 -0.7
F -2.33780 1.42344 0.77604 0.8 -0.4 1.3
C 2.13419 1.16050 0.56018 0.3 0.9 -0.9
C 1.54160 1.83492 1.35604 0.1 -1.0 -0.2
C -2.22487 -1.36091 -0.59637 -2.3 2.3 -4.2
H -1.50557 -1.83773 -0.08452 2.4 -1.9 1.8
H 0.93961 2.19329 2.13102 -0.4 0.5 0.6
H -2.33107 -1.65716 -1.76252 0.1 0.8 3.0
H 2.68862 0.91816 -0.32789 -0.1 -0.4 0.4
```
Forces are in eV/Å.

## Properties
Energy relative to the best compared isomer or geometry (same formula, charge and spin): 3.765 eV
SMILES string: C=[Si](F)F.C#C
Frontier orbital gap: 0.3339 hartree
Charge: 0
HOMO energy: -0.334 hartree
DFT total energy: -16486.9404 eV
Strongest force on any atom: 5.3 eV/Å

Record 3
Density functional theory data (ωB97M-V/def2-TZVPD) for a single C3H4F2Si molecule.

The geometry in XYZ format:
```
10
Properties=species:S:1:pos:R:3:forces:R:3
Si -0.77503 -0.56502 -0.29368 2.2 3.9 1.7
F -1.97543 -0.81588 0.68451 -0.2 -0.6 0.3
F -1.35342 -0.77290 -1.74805 0.3 0.0 0.0
C -0.41957 1.56581 0.20505 -1.0 -5.7 -1.6
C 0.96263 -1.36114 -0.04777 -1.4 1.0 0.5
C -0.26651 2.64420 0.67908 0.1 0.5 -0.3
H 0.89512 -2.41708 0.19626 0.3 -0.2 -0.6
H -0.12193 3.65912 0.65800 0.3 1.8 0.7
H 1.38764 -1.05835 -0.98812 0.4 -0.8 -0.9
H 1.66649 -0.87876 0.65472 -1.0 0.0 0.2
```
Forces are in eV/Å.

## Properties
Energy relative to the best compared isomer or geometry (same formula, charge and spin): 1.266 eV
SMILES string: C#C[Si](C)(F)F
Frontier orbital gap: 0.4006 hartree
Charge: 0
HOMO energy: -0.377 hartree
DFT total energy: -16489.4393 eV
Strongest force on any atom: 6.0 eV/Å

Record 4
Density functional theory data (ωB97M-V/def2-TZVPD) for a single C3H4F3I molecule.

The geometry in XYZ format:
```
11
Properties=species:S:1:pos:R:3:forces:R:3
I 2.23587 1.86729 0.83935 0.2 0.3 -0.2
F 1.11845 0.58635 -1.56216 -0.5 0.4 0.7
F 1.17616 -0.88256 0.78010 -0.7 -0.1 -0.3
F -2.13541 -1.08351 0.58546 0.0 0.2 0.0
C 0.63353 1.05753 -0.34757 0.6 0.7 -0.6
C -1.01411 -0.99790 -0.21891 1.9 -1.1 2.4
C 0.05972 -0.05603 0.45572 0.6 -2.1 -0.6
H -0.22300 0.30313 1.41369 -1.0 0.5 0.7
H -0.00143 1.94310 -0.49727 -0.1 -0.7 -0.2
H -1.29141 -0.70838 -1.17069 -0.7 0.9 -2.0
H -0.55837 -2.02902 -0.27773 -0.4 1.1 0.1
```
Forces are in eV/Å.

## Properties
Energy relative to the best compared isomer or geometry (same formula, charge and spin): 1.499 eV
SMILES string: FC[C@@H](F)[C@H](F)I
Frontier orbital gap: 0.3686 hartree
Charge: 0
HOMO energy: -0.361 hartree
DFT total energy: -19428.0549 eV
Strongest force on any atom: 3.3 eV/Å

Record 5
Density functional theory data (ωB97M-V/def2-TZVPD) for a single C3H4F3N molecule.

The geometry in XYZ format:
```
11
Properties=species:S:1:pos:R:3:forces:R:3
F -3.25804 0.13581 1.17346 0.7 -1.1 -2.3
F -0.87924 -1.76597 -0.36877 -0.8 1.1 0.6
F -3.11155 0.77204 -0.97350 0.5 -1.1 1.0
N -0.49028 0.47726 0.11816 -0.6 -0.5 1.1
C -2.75806 -0.24685 -0.10337 -1.4 -0.3 -0.1
C -1.28981 -0.46002 -0.04857 2.7 0.7 -0.4
C 0.95678 0.46352 0.16866 0.1 -1.8 4.9
H 1.48446 -0.54074 0.46099 -1.3 1.6 -0.5
H 1.35699 1.25426 0.90926 -0.9 -1.1 -1.4
H 1.20496 0.67121 -0.77012 1.7 1.2 -3.9
H -3.10990 -1.23806 -0.53698 -0.8 1.3 1.1
```
Forces are in eV/Å.

## Properties
Energy relative to the best compared isomer or geometry (same formula, charge and spin): 1.046 eV
SMILES string: C/N=C(\F)C(F)F
Frontier orbital gap: 0.4189 hartree
Charge: 0
HOMO energy: -0.393 hartree
DFT total energy: -12816.9474 eV
Strongest force on any atom: 5.2 eV/Å

Record 6
Density functional theory data (ωB97M-V/def2-TZVPD) for 2 unconnected molecules or ions with the total composition C3H4F3N.

The geometry in XYZ format:
```
11
Properties=species:S:1:pos:R:3:forces:R:3
F -0.56690 0.34694 -2.35052 -0.5 -0.3 -0.8
F -2.37673 1.30171 -1.50418 -1.0 -0.8 0.0
F 2.43260 0.91698 1.27449 0.2 2.2 0.5
N -0.34495 -0.73032 0.37812 0.0 1.5 -0.8
C -1.09305 1.02848 -1.30252 3.5 3.1 0.4
C 0.23921 -1.59586 1.07988 -0.1 -1.6 0.1
C -0.79411 0.27332 -0.04811 -2.5 1.5 -0.7
H 0.99105 -1.15766 1.70174 0.4 -0.8 0.6
H -0.58527 2.13956 -1.35933 -0.7 -2.8 0.7
H 2.34704 0.05260 1.07834 -0.1 -2.2 -0.6
H -0.24888 -2.57575 1.05210 0.8 0.3 0.6
```
Forces are in eV/Å.

## Properties
Energy relative to the best compared isomer or geometry (same formula, charge and spin): 3.226 eV
Frontier orbital gap: 0.3196 hartree
Charge: 0
HOMO energy: -0.304 hartree
DFT total energy: -12814.7680 eV
Strongest force on any atom: 4.7 eV/Å

Record 7
Density functional theory data (ωB97M-V/def2-TZVPD) for a molecular structure, C3H4FMgO3.

The geometry in XYZ format:
```
12
Properties=species:S:1:pos:R:3:forces:R:3
Mg 3.46273 -0.05843 0.11976 -1.7 -0.5 -0.3
F -2.39436 0.78387 1.12115 1.1 -0.2 -0.3
O 0.04128 -1.04586 -0.66488 1.0 -0.5 0.0
O 1.59805 0.56472 -0.36225 1.0 0.9 -0.1
O 2.11205 -1.54168 -0.06727 1.4 -0.2 -0.1
C -1.03302 0.57117 0.76124 -1.6 0.5 0.4
C -1.02236 -0.08721 -0.60892 -0.2 0.6 -0.1
C 1.26459 -0.66083 -0.39242 -1.4 -0.3 0.4
H -0.62028 -0.09422 1.53044 0.1 0.2 -0.2
H -0.89377 0.65812 -1.40126 -0.1 -0.2 0.1
H -0.57090 1.56643 0.73705 0.0 -0.4 0.2
H -1.94401 -0.65608 -0.77262 0.3 0.1 0.1
```
Forces are in eV/Å.

## Properties
Energy relative to the best compared isomer or geometry (same formula, charge and spin): 0.000 eV
Frontier orbital gap: 0.2749 hartree
Charge: +1
HOMO energy: -0.554 hartree
DFT total energy: -17474.1655 eV
Strongest force on any atom: 1.8 eV/Å

Record 8
Density functional theory data (ωB97M-V/def2-TZVPD) for a molecular structure, C3H4FN.

The geometry in XYZ format:
```
9
Properties=species:S:1:pos:R:3:forces:R:3
F -0.32626 1.32131 -0.20941 0.4 -0.7 0.7
N 1.65635 -1.31115 0.01735 5.3 -3.8 -1.0
C -1.25793 -0.10045 1.25607 -7.1 -1.7 8.2
C 0.72512 -0.72204 0.07926 -4.1 3.4 1.6
C -0.29597 0.14818 0.54759 4.1 2.8 -6.7
H -1.24640 -1.03657 1.96658 -0.2 1.8 -1.8
H -2.03443 0.73495 1.53772 1.6 -1.9 -0.9
H 1.03423 0.53697 -2.40293 1.9 -0.2 -1.1
H 1.74528 0.42881 -2.79223 -1.9 0.3 1.0
```
Forces are in eV/Å.

## Properties
Energy relative to the best compared isomer or geometry (same formula, charge and spin): 2.552 eV
Frontier orbital gap: 0.4352 hartree
Charge: 0
HOMO energy: -0.415 hartree
DFT total energy: -7379.9838 eV
Strongest force on any atom: 11.0 eV/Å

Record 9
Density functional theory data (ωB97M-V/def2-TZVPD) for a gas-phase ion, C3H4FN2O (charge +1).

The geometry in XYZ format:
```
11
Properties=species:S:1:pos:R:3:forces:R:3
F -2.88241 -0.22550 0.28267 0.7 0.6 0.4
O 2.12226 -0.80282 0.10775 0.8 -0.1 0.0
N -0.05289 -1.45667 -0.09264 -1.6 2.0 0.1
N -0.97250 0.98460 -0.02603 1.4 1.6 1.4
C 0.32845 0.82423 0.05006 0.0 -0.3 0.1
C -1.86291 0.06544 -0.42627 -0.5 -3.0 -1.8
C 0.83770 -0.55059 0.02601 -0.8 -0.5 0.0
H 0.98830 1.68513 0.04158 -0.3 0.0 0.0
H 2.69337 -0.04310 0.29523 -0.1 0.0 -0.1
H 0.13922 -2.42796 -0.28129 0.4 -0.2 -0.1
H -1.33859 1.94723 0.02293 0.0 -0.2 0.0
```
Forces are in eV/Å.

## Properties
Energy relative to the best compared isomer or geometry (same formula, charge and spin): 4.406 eV
Frontier orbital gap (alpha / beta): 0.2901 / 0.2898 hartree
Charge: +1
HOMO energy (alpha / beta): -0.530 / -0.530 hartree
DFT total energy: -10909.6170 eV
Strongest force on any atom: 3.6 eV/Å

Record 10
Density functional theory data (ωB97M-V/def2-TZVPD) for a single C3H4FN3 molecule.

The geometry in XYZ format:
```
11
Properties=species:S:1:pos:R:3:forces:R:3
F 0.53992 1.74533 1.64403 -1.0 1.3 0.0
N -1.60836 -1.39152 -0.78450 -0.8 0.3 2.0
N -1.72971 -1.66844 0.31963 0.3 -0.4 -1.6
N 0.20120 -0.22327 0.43878 0.7 1.0 1.2
C 1.09021 0.53270 1.29639 -2.9 -1.2 1.4
C -0.94579 -0.50645 -1.52233 -0.2 -1.7 3.1
C -0.00951 0.14412 -0.75354 2.1 0.6 -1.2
H 0.60858 0.80972 -1.40976 -0.3 0.1 1.1
H 1.02063 -0.01402 2.23168 1.1 -0.3 0.1
H -1.18489 -0.28421 -2.43841 -1.3 0.7 -4.8
H 2.01772 0.85605 0.97804 2.3 -0.4 -1.2
```
Forces are in eV/Å.

## Properties
Energy relative to the best compared isomer or geometry (same formula, charge and spin): 3.555 eV
Frontier orbital gap: 0.3218 hartree
Charge: 0
HOMO energy: -0.326 hartree
DFT total energy: -10360.1658 eV
Strongest force on any atom: 5.0 eV/Å